No. 1
Entry from the OMol25 dataset: a structure of composition C36H33BF4N7P2S4SbSe2W (wB97M-V/def2-TZVPD).

Computed properties:
Spin multiplicity: 2
LUMO (alpha / beta) (eV): 1.45 / 1.19
Energy above the lowest of the compared OMol25 structures with the same formula, charge and spin (kcal/mol): 20.1
⟨S²⟩: 0.762
Orbital gap (alpha / beta) (eV): 6.131 / 6.057
Net charge: -1

Cartesian coordinates (Å):
W  1.929  0.014  -2.640
C  6.690  -4.121  -2.262
C  6.191  -2.966  -3.112
N  5.997  -1.784  -2.286
C  4.934  -0.964  -2.342
S  3.937  -0.958  -3.753
N  4.769  -0.157  -1.312
N  3.660  0.610  -1.416
C  3.496  1.556  -0.546
C  4.435  1.828  0.577
C  2.288  2.355  -0.717
C  2.066  3.529  -0.008
C  0.960  4.301  -0.311
C  0.115  3.896  -1.331
C  0.395  2.721  -2.001
N  1.427  1.947  -1.662
H  6.855  -5.001  -2.886
H  5.950  -4.368  -1.502
H  7.638  -3.874  -1.776
H  5.234  -3.221  -3.564
H  6.896  -2.747  -3.920
H  6.497  -1.743  -1.410
H  5.201  1.063  0.599
H  3.883  1.808  1.520
H  4.909  2.808  0.471
H  2.769  3.829  0.756
H  0.775  5.221  0.228
H  -0.746  4.478  -1.628
H  -0.184  2.397  -2.861
S  -0.970  2.305  -5.406
Sb  1.022  1.378  -5.996
S  2.524  1.883  -4.133
S  1.067  -0.900  -4.806
Se  1.053  0.365  4.684
P  -0.372  0.094  3.163
C  -1.387  1.587  3.013
C  -2.466  1.808  3.865
C  -3.135  3.022  3.838
C  -2.720  4.027  2.973
C  -1.635  3.815  2.136
C  -0.968  2.600  2.155
C  -1.495  -1.297  3.490
C  -0.989  -2.398  4.173
C  -1.799  -3.498  4.414
C  -3.123  -3.492  4.001
C  -3.636  -2.392  3.328
C  -2.820  -1.304  3.059
C  0.364  -0.179  1.533
C  0.008  -0.041  0.190
N  1.154  -0.318  -0.507
N  2.103  -0.660  0.352
N  1.658  -0.569  1.570
P  -1.473  -0.042  -0.841
Se  -0.545  -0.432  -3.079
C  -2.599  1.389  -0.808
C  -2.744  2.055  -2.028
C  -3.657  3.092  -2.162
C  -4.451  3.459  -1.086
C  -4.332  2.785  0.124
C  -3.413  1.758  0.261
C  -2.446  -1.462  -0.285
C  -3.837  -1.468  -0.355
C  -4.537  -2.645  -0.132
C  -3.855  -3.819  0.150
C  -2.468  -3.818  0.208
C  -1.761  -2.648  -0.011
H  -2.778  1.033  4.555
H  -3.977  3.187  4.499
H  -3.245  4.974  2.952
H  -1.314  4.593  1.455
H  -0.124  2.435  1.498
H  0.038  -2.376  4.517
H  -1.395  -4.356  4.935
H  -3.756  -4.347  4.200
H  -4.665  -2.385  2.995
H  -3.229  -0.459  2.524
H  -2.147  1.763  -2.888
H  -3.745  3.600  -3.114
H  -5.169  4.264  -1.189
H  -4.954  3.059  0.967
H  -3.335  1.251  1.210
H  -4.375  -0.558  -0.597
H  -5.619  -2.643  -0.194
H  -4.404  -4.738  0.316
H  -1.924  -4.732  0.411
H  -0.680  -2.676  -0.008
F  1.290  -3.729  -0.682
B  2.104  -3.566  -1.782
F  2.026  -2.058  -2.131
F  1.657  -4.233  -2.889
F  3.435  -3.798  -1.508

=====

No. 2
Entry from the OMol25 dataset: a cluster of 7 separate species, C18H42ClN6O10 in total in a non-equilibrium geometry (wB97M-V/def2-TZVPD).

Computed properties:
LUMO (eV): 2.37
Energy above the lowest of the compared OMol25 structures with the same formula, charge and spin (kcal/mol): 0.0
Orbital gap (eV): 9.667
Net charge: -1

Cartesian coordinates (Å):
Cl  -0.632  1.153  -0.074
O  -1.458  0.066  0.445
O  -1.383  1.869  -1.074
O  -0.370  2.052  1.028
O  0.555  0.555  -0.642
C  3.986  -0.975  0.486
C  3.233  -1.151  1.793
O  3.759  -1.632  2.794
N  1.970  -0.694  1.794
C  1.122  -0.594  2.961
H  4.140  -1.934  -0.003
H  4.963  -0.590  0.779
H  3.479  -0.270  -0.168
H  1.592  -0.365  0.920
H  1.584  0.059  3.708
H  1.011  -1.575  3.432
H  0.145  -0.182  2.732
C  -2.827  0.887  -4.056
C  -1.773  -0.117  -4.458
O  -1.644  -0.510  -5.610
N  -0.932  -0.467  -3.465
C  0.204  -1.345  -3.597
H  -2.354  1.870  -4.063
H  -3.274  0.689  -3.083
H  -3.643  0.902  -4.776
H  -1.083  -0.125  -2.531
H  0.786  -1.186  -4.510
H  -0.087  -2.392  -3.760
H  0.806  -1.253  -2.700
C  4.504  3.180  -4.617
C  3.308  2.698  -5.400
O  3.044  3.198  -6.487
N  2.518  1.747  -4.827
C  2.419  1.486  -3.387
H  4.267  4.144  -4.166
H  5.345  3.273  -5.298
H  4.818  2.519  -3.808
H  1.782  1.401  -5.424
H  2.818  2.294  -2.790
H  2.808  0.492  -3.156
H  1.351  1.385  -3.172
C  -4.987  -0.396  0.425
C  -5.329  -0.898  1.811
O  -6.408  -1.396  2.085
N  -4.263  -0.940  2.673
C  -4.457  -1.227  4.064
H  -4.014  -0.708  0.057
H  -5.068  0.693  0.478
H  -5.777  -0.739  -0.240
H  -3.361  -1.012  2.231
H  -4.812  -0.368  4.629
H  -3.556  -1.650  4.509
H  -5.174  -2.052  4.156
C  -0.524  4.547  4.819
C  -1.750  3.679  4.862
O  -2.471  3.625  5.852
N  -1.940  2.905  3.781
C  -2.948  1.883  3.645
H  -0.710  5.550  5.187
H  -0.186  4.640  3.777
H  0.330  4.108  5.332
H  -1.323  3.042  2.996
H  -3.985  2.190  3.752
H  -2.747  1.046  4.318
H  -2.774  1.474  2.648
C  0.619  -3.197  -0.353
C  2.016  -3.732  -0.554
O  2.677  -3.451  -1.543
N  2.545  -4.441  0.469
C  3.922  -4.861  0.494
H  0.016  -3.876  0.260
H  0.142  -3.275  -1.330
H  0.604  -2.197  0.062
H  1.981  -4.681  1.263
H  4.045  -5.565  1.314
H  4.548  -4.000  0.751
H  4.260  -5.282  -0.447

=====

No. 3
Entry from the OMol25 dataset: a structure of composition C26H29F5N6O3SW in a non-equilibrium geometry (wB97M-V/def2-TZVPD).

Computed properties:
Spin multiplicity: 3
LUMO (alpha / beta) (eV): -7.08 / -6.74
Energy above the lowest of the compared OMol25 structures with the same formula, charge and spin (kcal/mol): 20.2
⟨S²⟩: 2.022
Orbital gap (alpha / beta) (eV): 6.371 / 6.922
Net charge: +2

Cartesian coordinates (Å):
W  -0.021  -0.599  0.356
F  1.744  1.122  -6.155
C  1.225  1.195  -4.945
C  0.922  0.034  -4.253
F  1.147  -1.154  -4.796
C  0.395  0.150  -2.990
F  0.103  -0.971  -2.296
C  0.150  1.359  -2.375
S  -0.634  1.448  -0.801
C  0.466  2.504  -3.087
F  0.249  3.701  -2.549
C  0.998  2.428  -4.361
F  1.297  3.533  -5.023
C  4.678  -0.416  0.521
N  3.953  0.555  1.354
C  4.721  1.376  2.304
C  2.641  0.666  1.225
N  1.941  0.075  0.290
N  2.001  1.524  2.115
C  0.665  1.613  2.409
N  0.335  2.607  3.239
N  -0.224  0.767  1.960
H  5.622  -0.644  1.003
H  4.882  -0.020  -0.474
H  4.115  -1.345  0.440
H  5.777  1.241  2.097
H  4.532  1.077  3.336
H  4.517  2.442  2.172
H  2.507  -0.437  -0.371
H  2.604  2.138  2.636
H  0.999  3.301  3.537
H  -0.632  2.806  3.434
H  -1.150  0.973  2.306
C  0.933  -1.396  3.922
O  1.296  -1.412  2.525
H  0.558  -2.367  4.238
H  0.151  -0.656  4.053
H  1.798  -1.126  4.527
H  1.824  -2.209  2.362
C  -6.136  -3.617  -1.761
C  -5.255  -2.440  -1.428
C  -5.760  -1.146  -1.519
C  -4.985  -0.042  -1.204
C  -3.675  -0.220  -0.793
C  -3.172  -1.503  -0.707
N  -1.791  -1.737  -0.247
C  -1.679  -2.187  1.153
C  -2.726  -1.880  2.028
C  -2.870  -2.571  3.215
C  -2.018  -3.629  3.519
C  -0.950  -3.916  2.679
C  -0.752  -3.195  1.520
C  0.562  -3.302  0.796
O  1.457  -4.003  1.178
O  0.689  -2.401  -0.193
C  -3.930  -2.635  -1.014
C  -3.391  -4.043  -0.877
H  -7.141  -3.286  -2.013
H  -6.211  -4.310  -0.920
H  -5.750  -4.182  -2.613
H  -6.784  -1.005  -1.846
H  -5.396  0.956  -1.285
H  -3.055  0.629  -0.551
H  -1.398  -2.457  -0.839
H  -3.469  -1.150  1.727
H  -3.692  -2.329  3.876
H  -2.179  -4.216  4.415
H  -0.231  -4.690  2.924
H  -3.643  -4.465  0.102
H  -2.308  -4.122  -0.990
H  -3.824  -4.699  -1.628

=====

No. 4
Entry from the OMol25 dataset: a cluster of 5 separate species, H10O4S in total (wB97M-V/def2-TZVPD).

Computed properties:
LUMO (eV): 0.13
SMILES string: O.O.O.O.S
Energy above the lowest of the compared OMol25 structures with the same formula, charge and spin (kcal/mol): 22.8
Orbital gap (eV): 10.409

Cartesian coordinates (Å):
O  3.589  0.252  0.118
H  3.460  -0.397  -0.586
H  4.213  -0.137  0.742
O  -1.798  1.898  0.660
H  -1.327  1.067  0.557
H  -2.479  1.880  -0.020
O  -2.924  -1.618  -0.546
H  -2.121  -1.787  -1.035
H  -3.654  -2.122  -0.903
O  0.931  0.507  3.475
H  0.482  1.313  3.202
H  0.706  -0.128  2.789
S  -0.278  -0.008  -2.745
H  0.586  -0.659  -1.965
H  0.612  -0.061  -3.743